No. 1
Computed, not measured: a 3-piece molecular cluster, C24H22N4O3 overall, with the ωB97M-V functional and the def2-TZVPD basis.

Structure (XYZ):
```
53
Properties=species:S:1:pos:R:3:lowdin_charge:R:1
C 1.03085 -2.75709 4.53021 0.0673
C 0.04537 -2.46158 3.54015 -0.0684
C -0.88871 -1.53760 2.50516 -0.1246
C -2.32941 -0.91047 2.99386 0.0603
C -3.14158 0.02420 1.91411 -0.0155
C -2.64978 0.37047 0.38369 -0.0040
C -1.20899 -0.27668 -0.08411 0.0870
C -0.34360 -1.22409 0.98874 -0.0819
C 1.10932 -1.77724 0.41775 -0.0819
C 2.03249 -0.40295 0.18007 -0.2542
O 2.10617 0.00183 -1.11240 -0.0664
N 2.74595 0.26407 1.33956 -0.1849
C 3.81073 1.25820 0.84389 -0.1160
C 1.79693 1.14748 2.15590 -0.1190
C -3.71871 1.34510 -0.39070 -0.2202
O -3.59133 1.84754 -1.62240 -0.0207
N -4.80598 1.52151 0.64770 0.0838
C -4.55447 0.85018 2.01171 -0.2204
O -5.36484 0.97390 3.09474 -0.0307
H 1.86756 -2.90652 5.36852 0.0700
H -2.79142 -1.10064 4.06485 0.1218
H -0.78472 -0.03690 -1.15565 0.1202
H 0.91508 -2.29049 -0.63447 0.1341
H 1.62947 -2.56107 1.11380 0.0985
H 3.22122 2.28741 0.71538 0.1005
H 4.58620 1.37362 1.73054 0.1036
H 4.35274 0.90894 -0.13295 0.1015
H 2.46964 1.79109 2.90150 0.1102
H 1.19547 1.89599 1.47004 0.1089
H 1.04376 0.47499 2.78455 0.0898
H -5.68198 1.11146 0.25397 0.1469
C 5.15587 -6.23011 0.08684 -0.0789
C 3.91872 -6.32968 0.71455 -0.0765
C 2.96921 -5.35556 0.45060 -0.1511
N 3.17618 -4.31004 -0.37970 0.0524
C 4.38747 -4.23910 -0.97317 -0.1425
C 5.39849 -5.16571 -0.77531 -0.0751
H 5.92475 -6.97552 0.26806 0.1056
H 3.69880 -7.14639 1.39269 0.1018
H 1.98737 -5.39098 0.91362 0.1011
H 4.52947 -3.38849 -1.63393 0.1051
H 6.35196 -5.06004 -1.28026 0.1023
C -3.64859 4.44988 -3.23211 -0.0740
C -2.59401 5.35493 -3.28901 -0.0747
C -2.79859 6.55996 -3.94184 -0.1587
N -3.96382 6.90686 -4.53112 0.0447
C -4.96881 6.00712 -4.46101 -0.1588
C -4.86168 4.77923 -3.82799 -0.0736
H -3.52625 3.49571 -2.72789 0.0596
H -1.63586 5.12779 -2.83555 0.0999
H -2.00726 7.30074 -4.01042 0.0977
H -5.89396 6.30877 -4.94415 0.0979
H -5.70291 4.09597 -3.80063 0.1002
```

For the energy above the lowest of the compared OMol25 structures with the same formula, charge and spin, the calculation gives 20.007 eV.

---

No. 2
Computed, not measured: a 2-piece molecular cluster, C4H11NO3 overall, with the ωB97M-V functional and the def2-TZVPD basis.

Structure (XYZ):
```
19
Properties=species:S:1:pos:R:3:lowdin_charge:R:1
C -0.03599 2.15299 -0.79392 -0.1039
C 0.82801 0.98809 -0.37746 -0.2773
N 0.02752 -0.05883 0.32473 -0.0569
C 0.54862 -0.58517 1.59208 -0.1361
C 0.79295 0.49277 2.62004 -0.5183
O 1.58750 1.38605 2.49767 0.1001
O -0.03075 0.35727 3.66313 0.1115
H -0.69901 2.45293 0.02632 0.0699
H -0.75076 1.93645 -1.59960 0.0764
H 0.55274 3.02847 -1.05861 0.0717
H 1.74353 1.26745 0.14542 0.1008
H 1.14605 0.48705 -1.30215 0.1026
H -0.87485 0.34885 0.51461 0.0895
H -0.23018 -1.25785 1.90463 0.1124
H 1.40192 -1.22467 1.37067 0.1293
H 0.05708 1.06967 4.31121 0.1284
O -2.12173 -4.24498 -4.24501 -0.0634
H -2.25191 -3.59183 -4.93974 0.0306
H -1.69073 -5.00472 -4.65403 0.0327
```

For the energy above the lowest of the compared OMol25 structures with the same formula, charge and spin, the calculation gives 1.371 eV.

---

No. 3
Computed, not measured: a 2-piece molecular cluster, C37H38N5 overall, with the ωB97M-V functional and the def2-TZVPD basis.

Structure (XYZ):
```
80
Properties=species:S:1:pos:R:3:lowdin_charge:R:1
C -3.81079 0.62492 -4.81298 -0.0909
C -3.19778 -0.59350 -4.50106 -0.0857
C -1.91245 -0.61231 -3.95211 -0.0497
C -1.24993 0.58824 -3.70467 -0.2283
C 0.16821 0.55547 -3.16982 -0.2434
N 1.06812 0.43692 -4.25316 0.0881
C 2.34438 0.46736 -4.23315 -0.4325
N 3.07104 0.51169 -5.39443 0.0554
C 4.48723 0.62606 -5.18102 -0.1613
C 4.62121 0.53597 -3.66450 -0.1601
N 3.25369 0.47713 -3.20244 0.0679
C -1.85511 1.80923 -4.00717 -0.0431
C -3.13352 1.82525 -4.57227 -0.0810
H -4.81112 0.63641 -5.24963 0.1033
H -3.70860 -1.53744 -4.68723 0.1020
H -1.40602 -1.55316 -3.71252 0.1182
H 0.32751 1.49681 -2.62907 0.0955
H 0.26564 -0.30842 -2.49290 0.1056
H 2.59283 0.47965 -6.28405 0.1490
H 5.02233 -0.18047 -5.68782 0.1159
H 4.85404 1.58888 -5.55148 0.1158
H 5.18080 -0.35585 -3.36686 0.1157
H 5.12767 1.42191 -3.27356 0.1128
H 2.98286 0.24955 -2.24798 0.0917
H -1.31327 2.73848 -3.80231 0.1169
H -3.59373 2.78067 -4.82272 0.1031
C -5.59019 -0.37615 -0.32682 -0.0390
N -4.82441 0.81243 0.04502 -0.0728
C -5.40781 1.63525 1.05056 -0.2323
C -5.84610 1.04790 2.25377 -0.0146
C -6.41318 1.83572 3.25412 -0.0691
C -6.61846 3.20440 3.03768 -0.0750
C -6.21911 3.78478 1.82934 -0.0675
C -5.59952 3.01121 0.84448 -0.0257
C -3.45094 0.80481 -0.17307 -0.1652
C -2.70956 2.00293 -0.14854 0.0247
C -1.33266 1.97382 -0.22377 0.0154
C -0.62866 0.73771 -0.24891 -0.2420
C 0.81065 0.70165 -0.33840 0.0778
C 1.61734 -0.12903 0.48526 -0.1865
C 3.03591 -0.15238 0.31911 0.0015
C 3.82563 -1.00766 1.05949 0.0277
C 3.26511 -1.76199 2.10875 -0.1862
N 4.08367 -2.62476 2.87701 -0.1410
C 4.00842 -4.04848 2.54711 -0.0395
C 4.42834 -2.31813 4.21735 -0.2475
C 3.78214 -2.96358 5.28328 -0.0281
C 4.11050 -2.62994 6.59737 -0.0747
C 5.15300 -1.73183 6.85408 -0.0815
C 5.84610 -1.13959 5.79121 -0.0761
C 5.46423 -1.40115 4.47606 -0.0122
C 1.87940 -1.68804 2.35106 0.0346
C 1.07032 -0.90300 1.55343 0.0180
C -1.39087 -0.46398 -0.24465 -0.0188
C -2.77116 -0.42456 -0.32258 0.0179
H -5.27872 -0.71063 -1.32426 0.0969
H -5.44799 -1.19884 0.39038 0.0911
H -6.65160 -0.10047 -0.35805 0.1103
H -5.70105 -0.02613 2.40343 0.1161
H -6.69223 1.37782 4.20311 0.1100
H -7.09082 3.81272 3.81087 0.1095
H -6.38110 4.84815 1.65280 0.1102
H -5.27298 3.45369 -0.09843 0.1139
H -3.24210 2.94922 -0.06801 0.1070
H -0.75521 2.89983 -0.24394 0.1331
H 1.32035 1.52040 -0.86028 0.1350
H 3.49131 0.53188 -0.40409 0.1137
H 4.89817 -1.09076 0.88411 0.1299
H 4.90231 -4.54461 2.94624 0.1054
H 3.10852 -4.51770 2.97184 0.0804
H 3.98525 -4.14919 1.45730 0.0943
H 2.99849 -3.69432 5.06606 0.1090
H 3.54764 -3.07533 7.41737 0.1075
H 5.42459 -1.49393 7.88318 0.1068
H 6.67836 -0.46366 5.98647 0.1075
H 5.96889 -0.93529 3.62699 0.1125
H 1.45608 -2.24602 3.18681 0.1311
H -0.00180 -0.86167 1.75854 0.1203
H -0.88165 -1.42992 -0.22368 0.1309
H -3.33610 -1.35303 -0.41663 0.1146
```

Its charge is +1.

---

No. 4
Computed, not measured: C24H20As2CuF12N4O8 as an isolated structure, with the ωB97M-V functional and the def2-TZVPD basis.

Structure (XYZ):
```
71
Properties=species:S:1:pos:R:3:lowdin_charge:R:1
Cu -0.90679 0.30770 1.39431 0.4649
As -0.79053 2.64209 4.47268 0.7881
F -0.21463 1.39237 3.30382 -0.2912
F 0.85471 3.03678 4.88211 -0.2576
F -1.34330 3.86754 5.61420 -0.2833
F -2.44507 2.22980 4.03120 -0.2782
F -0.86659 1.42833 5.75155 -0.2800
F -0.72374 3.81288 3.20874 -0.2439
As 1.70758 3.05329 0.29066 0.8095
F 0.93029 4.58160 0.64548 -0.2416
F 3.15785 3.92059 -0.23356 -0.2837
F 2.58829 1.54448 -0.12700 -0.2874
F 0.28431 2.06390 0.64144 -0.2593
F 1.12239 3.12340 -1.36912 -0.2729
F 2.31550 2.92993 1.89797 -0.2237
C 3.30535 -0.54065 -4.34502 -0.0878
C 3.21537 -1.32991 -3.23468 -0.0765
C 2.23812 -1.06403 -2.28244 0.0004
C 1.23528 -0.15350 -2.58929 -0.1295
C 1.24915 0.56063 -3.79116 0.0048
C 2.35331 0.43587 -4.60381 -0.0654
N 0.16042 0.00653 -1.59354 -0.3211
O 0.09023 -0.75857 -0.65340 0.0451
O -0.73747 0.73830 -1.91812 0.1074
H 4.05349 -0.79266 -5.08874 0.1056
H 3.98021 -2.08129 -3.08624 0.1071
H 2.10105 -1.76901 -1.47271 0.1180
H 0.65025 1.46154 -3.85664 0.1244
H 2.32809 0.97021 -5.54505 0.1078
C 5.76749 -1.83499 1.47225 -0.0685
C 4.78050 -1.02413 0.94229 -0.0625
C 3.55004 -0.92142 1.56267 0.0104
C 3.28273 -1.65889 2.70303 -0.1290
C 4.30507 -2.42092 3.29668 -0.0154
C 5.54847 -2.44686 2.72652 -0.0823
N 1.96108 -1.61640 3.30722 -0.3329
O 1.82785 -2.16046 4.38771 0.0884
O 1.10490 -0.96595 2.75042 0.0732
H 6.71650 -2.00855 0.98449 0.0992
H 4.98656 -0.49135 0.02322 0.1101
H 2.67914 -0.42922 1.14344 0.1013
H 4.11588 -3.01250 4.18072 0.1134
H 6.27467 -3.14445 3.12327 0.1000
C -3.64124 -6.17920 0.40356 -0.0754
C -4.66366 -5.35967 -0.03198 -0.0615
C -4.39680 -3.99004 -0.08015 -0.0070
C -3.18216 -3.47410 0.32882 -0.1354
C -2.25832 -4.29414 0.95789 0.0014
C -2.45099 -5.65762 0.94585 -0.0604
N -2.94553 -2.02484 0.25666 -0.3083
O -3.51057 -1.43173 -0.63941 0.1119
O -2.26366 -1.52912 1.13857 0.0693
H -3.78620 -7.24521 0.53807 0.1032
H -5.57118 -5.64607 -0.54349 0.1074
H -5.13003 -3.26010 -0.39987 0.1207
H -1.31380 -3.94550 1.35690 0.1273
H -1.69113 -6.36093 1.25141 0.1075
C -3.47649 3.56075 -3.86444 -0.0878
C -3.89094 2.47907 -3.08083 -0.0713
C -3.55554 2.47888 -1.73414 -0.0202
C -2.76072 3.46579 -1.19974 -0.1371
C -2.20853 4.42783 -2.04158 0.0014
C -2.64349 4.55773 -3.34745 -0.0687
N -2.40796 3.46816 0.22721 -0.3306
O -2.01312 4.45622 0.75779 0.1311
O -2.71643 2.43548 0.81509 0.0419
H -3.93564 3.62451 -4.84394 0.0953
H -4.61111 1.79464 -3.50366 0.0996
H -3.90288 1.67319 -1.10178 0.1131
H -1.40575 5.02261 -1.61869 0.1256
H -2.46012 5.47145 -3.89429 0.1019
```

For the energy above the lowest of the compared OMol25 structures with the same formula, charge and spin, the calculation gives 0.000 eV. Its charge is -1.

---

| no. | HOMO (Ha) | electronic energy (hartree) |
| --- | --- | --- |
| 1 | -0.340 | -1371.85777 |
| 2 | -0.325 | -439.47553 |
| 3 | -0.379 | -1706.21110 |
| 4 | -0.258 | -9057.87166 |